Entry 1:
An isolated molecule of C2H2Br2N2O2, computed with ωB97M-V/def2-TZVPD.

## Properties
**E**: -5485.19925 hartree
**2S+1**: 1

Each line ends with the Löwdin charge.
Geometry (Å):
O1 -0.138 -0.263 -2.052  0.048
N1 0.364 -0.066 -0.989  -0.256
C1 1.551 -0.017 -0.478  -0.564
Br1 3.011 -0.595 -1.477  0.766
N2 -0.984 0.393 -0.002  -0.263
O2 -1.844 0.677 -0.766  0.042
C2 -0.965 -0.119 1.168  -0.535
Br2 -2.452 0.137 2.318  0.722
H1 1.698 0.314 0.433  0.007
H2 -0.243 -0.462 1.843  0.032

=====

Entry 2:
A cluster of 2 separate species, C2H2Br3F in total, computed with ωB97M-V/def2-TZVPD.

## Properties
**E**: -7899.25870 hartree
**2S+1**: 1

Each line ends with the Löwdin charge.
Geometry (Å):
C1 -0.072 0.964 0.277  -0.046
C2 0.646 0.449 1.227  -0.938
F1 1.967 0.264 1.027  -0.017
Br1 -0.048 -0.220 2.757  0.830
H1 -1.093 1.097 0.108  0.047
H2 0.590 1.095 -0.637  0.104
Br2 -1.637 -1.127 -3.025  0.005
Br3 -0.353 -2.522 -1.734  0.015

=====

2S+1 of number 2 (C2H2Br3F)? 1